No. 1
Molecular formula: C29H14Cl88NO2
Method: DFT, ωB97M-V with the def2-TZVPD basis set

Structure (XYZ):
```
134
Properties=species:S:1:pos:R:3:forces:R:3
C -3.80368 4.07632 2.48394 0.2 1.1 0.8
C -2.54888 4.72862 1.72280 0.7 -0.7 0.5
C -1.72731 3.72276 0.76720 -0.3 1.0 -0.8
C -2.61114 2.63763 -0.00281 1.5 -1.1 -0.1
C -1.56431 1.48194 -0.49364 -0.3 0.2 0.3
C -1.95801 0.03389 0.06197 -0.2 0.3 0.0
N -1.40600 -1.04992 -0.82283 -0.2 0.8 -0.1
C -1.43603 -0.24388 1.55891 -0.6 -0.5 5.0
O -0.20193 -0.52680 1.78414 -2.3 1.0 -1.9
O -2.30982 -0.22730 2.62301 2.4 0.5 -4.9
H -4.76717 4.51366 2.05022 1.2 -1.1 0.5
H -3.79093 2.94119 2.55273 -0.1 1.5 -0.3
H -3.75998 4.46069 3.57430 -0.2 -0.6 -1.6
H -1.81035 5.06297 2.54631 -1.1 -0.3 -1.4
H -2.87496 5.65287 1.13842 0.3 -1.2 0.8
H -0.84912 3.23089 1.33093 -2.0 0.8 -1.1
H -1.23179 4.38399 -0.05916 -0.7 -1.2 1.5
H -3.38080 2.09939 0.64051 1.0 1.0 -0.6
H -3.13516 3.01415 -0.94227 0.6 -0.1 1.4
H -1.57354 1.43743 -1.63481 0.1 -0.1 1.4
H -0.48861 1.74574 -0.16127 -1.6 -0.5 -0.5
H -3.10273 -0.03238 0.05552 1.6 -0.1 0.1
H -1.93556 -1.05487 -1.71691 0.6 0.2 0.8
H -0.42021 -0.80021 -1.02524 -0.8 -0.4 0.2
C -1.37575 6.20726 -2.80939 0.2 -0.1 0.2
Cl -0.74105 4.54958 -2.69222 -0.2 0.3 0.1
Cl -0.08694 7.30149 -3.35919 -0.3 0.2 0.7
Cl -2.72279 6.24549 -3.96941 0.2 0.0 0.1
Cl -1.95239 6.73262 -1.21391 0.1 0.0 -0.4
C -4.30358 -3.64771 1.86001 0.6 0.3 -0.1
Cl -2.93146 -2.83022 1.09753 -0.6 -0.6 0.0
Cl -3.76936 -4.38579 3.38671 -0.2 -0.5 -0.7
Cl -5.59151 -2.46665 2.18794 0.0 -0.2 -0.1
Cl -4.92467 -4.91314 0.77371 0.0 0.1 0.3
C 0.26706 -5.95845 3.23793 -0.1 0.5 -0.1
Cl 0.59279 -7.16257 1.96999 0.0 0.0 0.2
Cl 1.64529 -5.89283 4.36046 -0.1 0.0 -0.2
Cl 0.03313 -4.36422 2.49611 0.1 -0.4 0.2
Cl -1.20173 -6.41892 4.12726 0.3 0.0 -0.1
C 1.55276 5.15919 -6.46316 -0.2 0.0 0.1
Cl 1.34375 3.90879 -7.70816 0.1 0.1 0.1
Cl -0.02008 5.53914 -5.73725 0.4 -0.5 -1.1
Cl 2.65280 4.56310 -5.20234 -0.5 -0.3 -1.2
Cl 2.23619 6.62225 -7.20332 0.4 -0.3 0.7
C 0.47385 3.52750 4.26228 -0.1 -0.4 -0.5
Cl 0.24769 2.28309 3.02035 0.4 -0.2 0.9
Cl -1.08985 3.90529 5.01717 0.3 0.0 0.0
Cl 1.59576 2.92276 5.50163 -0.5 0.4 -0.5
Cl 1.14456 4.99912 3.51892 0.0 0.0 0.1
C 0.05064 -9.05535 7.08865 0.0 0.1 -0.1
Cl 1.15086 -9.93934 8.16893 -0.2 0.1 -0.1
Cl -1.53759 -9.85184 7.08042 0.2 0.1 0.0
Cl -0.12819 -7.38460 7.66424 0.0 -0.3 -0.1
Cl 0.71670 -9.04623 5.44322 -0.1 -0.2 0.4
C -4.67987 -9.07114 -0.31382 0.0 0.1 0.0
Cl -5.23171 -10.39513 -1.36294 0.2 0.3 0.3
Cl -5.13277 -9.42038 1.36774 0.1 0.1 -0.3
Cl -2.91479 -8.91653 -0.43120 -0.3 0.0 0.0
Cl -5.44129 -7.55112 -0.82826 0.0 -0.4 -0.1
C 2.19948 1.62479 9.35408 0.0 0.1 -0.1
Cl 3.26396 0.68413 10.42175 0.1 0.9 -0.4
Cl 0.59720 0.86076 9.29407 0.3 0.1 0.0
Cl 2.04310 3.28050 9.98007 0.0 -0.2 -0.1
Cl 2.89232 1.67211 7.72023 0.2 -0.3 0.8
C 1.92283 10.85545 -2.83049 0.0 0.0 -0.1
Cl 2.23858 9.68189 -4.12680 -0.1 0.2 0.2
Cl 3.26943 10.82406 -1.67290 -0.1 0.1 -0.4
Cl 1.77856 12.48299 -3.52795 0.0 -0.3 0.1
Cl 0.40297 10.43002 -2.00470 0.3 -0.3 -0.6
C 2.71007 -3.39837 11.49081 -0.2 0.1 0.0
Cl 2.14158 -4.66789 10.37632 -0.1 0.6 -0.2
Cl 2.22813 -3.79396 13.15537 0.0 0.3 -0.2
Cl 4.48054 -3.27954 11.39838 -0.3 -0.1 0.0
Cl 1.98853 -1.84441 11.02648 -0.1 -1.1 0.3
C 2.37421 -0.13855 -8.08810 0.0 -0.1 0.1
Cl 3.00487 -1.79484 -7.97563 -0.1 0.3 -0.1
Cl 3.67295 0.95532 -8.61250 -0.2 -0.2 0.0
Cl 1.04565 -0.08928 -9.26745 0.2 0.0 0.2
Cl 1.77402 0.37439 -6.49747 0.1 -0.1 -0.3
C -8.15494 -10.99112 -3.99288 0.0 0.1 0.1
Cl -7.82226 -9.34794 -3.40935 -0.1 -0.3 -0.2
Cl -9.70695 -11.01105 -4.85760 0.2 0.0 0.1
Cl -6.85705 -11.50239 -5.09354 -0.2 0.1 0.2
Cl -8.23231 -12.10595 -2.61172 0.0 0.2 -0.2
C 3.80363 -7.76109 13.31629 -0.1 0.0 -0.1
Cl 2.77599 -8.00598 14.74558 0.2 0.0 -0.2
Cl 5.32459 -6.98474 13.80709 -0.2 -0.1 -0.1
Cl 4.15649 -9.33243 12.56475 0.0 0.2 0.1
Cl 2.95895 -6.72141 12.15010 0.5 -0.9 0.5
C 6.94530 3.99508 -5.94400 -0.1 0.0 0.1
Cl 8.63284 4.23710 -6.44556 -0.2 0.0 0.1
Cl 6.90128 3.01155 -4.46600 0.0 0.2 -0.4
Cl 6.19023 5.57087 -5.62803 0.1 -0.2 -0.1
Cl 6.05747 3.15976 -7.23657 0.1 0.1 0.2
C 4.21406 6.08796 -1.32907 0.0 -0.2 0.3
Cl 5.96856 5.80541 -1.37082 -0.2 0.0 0.0
Cl 3.47303 5.40331 -2.79403 0.4 0.7 1.1
Cl 3.52112 5.30188 0.10538 0.1 0.1 -0.3
Cl 3.90400 7.83780 -1.25547 0.0 -0.5 -0.1
C -3.64385 -1.45491 6.58912 0.0 0.1 -0.5
Cl -4.11730 -1.92648 4.94698 0.2 0.8 1.1
Cl -2.22817 -2.40495 7.09370 -0.2 0.1 0.0
Cl -3.23534 0.27392 6.61652 0.0 -0.3 0.1
Cl -4.99214 -1.76280 7.70891 0.1 0.0 0.0
C 0.35670 8.23239 -10.52642 -0.1 -0.1 0.0
Cl -0.93297 8.15964 -11.74671 0.2 0.0 0.2
Cl 1.92631 8.43081 -11.33493 -0.2 0.0 0.1
Cl 0.07014 9.61142 -9.44350 0.1 -0.2 -0.2
Cl 0.36468 6.73024 -9.58061 -0.4 0.3 -0.7
C -2.81593 -13.52641 -0.92365 0.0 0.1 0.0
Cl -3.73484 -13.48377 0.59578 0.1 0.0 -0.3
Cl -2.06271 -15.12428 -1.11624 -0.1 0.2 0.0
Cl -3.91273 -13.22103 -2.28703 0.2 -0.3 0.1
Cl -1.55405 -12.27804 -0.88757 -0.2 -0.3 0.0
C -3.01356 1.47831 -10.00613 0.0 0.0 0.1
Cl -4.05552 1.26747 -8.58374 0.2 0.0 -0.3
Cl -1.50927 2.28876 -9.52310 -0.3 -0.1 -0.1
Cl -2.63165 -0.11162 -10.70172 0.0 0.2 0.1
Cl -3.85704 2.46744 -11.21721 0.1 -0.2 0.2
C 1.25096 13.41615 1.36361 0.0 -0.1 0.0
Cl 1.05700 12.19206 0.09056 -0.2 0.8 1.0
Cl -0.33705 13.80550 2.05894 0.2 0.0 -0.1
Cl 2.31584 12.78312 2.63747 -0.2 0.1 -0.2
Cl 1.96896 14.88548 0.66774 -0.1 -0.2 0.1
C 2.21137 -5.49603 -6.43000 -0.1 0.0 0.1
Cl 3.01566 -4.24551 -5.45854 -0.1 -0.3 -0.1
Cl 1.55864 -6.75123 -5.35648 0.1 0.2 -0.2
Cl 0.88600 -4.76389 -7.35898 0.2 -0.1 0.1
Cl 3.38588 -6.22410 -7.54743 -0.2 0.1 0.1
C 8.18897 -0.33968 -2.51506 0.0 0.0 0.0
Cl 9.59668 0.47554 -3.22971 -0.2 -0.1 0.1
Cl 8.66682 -1.12337 -0.99468 -0.1 0.1 -0.3
Cl 6.91536 0.85496 -2.19036 0.2 -0.3 0.1
Cl 7.57670 -1.56461 -3.64623 0.1 0.2 0.2
```
Positions in Å, forces in eV/Å.

The charge is -1. The value obtained for the HOMO energy is -4.78 eV. For the electronic energy, the calculation gives -41815.22793 a.u.

Atomic partial charges in e from the Mulliken method, atoms 1 to 4:
1. C -0.982
2. C 0.115
3. C 1.002
4. C -0.302

No. 2
Molecular formula: C29H17F12MnN5O9S
Method: DFT, ωB97M-V with the def2-TZVPD basis set

Structure (XYZ):
```
74
Properties=species:S:1:pos:R:3:forces:R:3
Mn -0.86852 -0.38672 -0.23812 0.9 -0.1 0.2
C 3.97807 4.85302 -0.56003 0.0 0.0 0.0
C 3.12110 3.61868 -0.69427 0.0 0.0 0.0
C 3.31705 2.68873 -1.71036 0.0 0.0 -0.1
C 2.53411 1.55846 -1.79279 0.1 0.1 -0.1
C 1.52190 1.26514 -0.86238 0.0 0.0 -0.1
N 0.87509 0.03875 -0.96751 -0.4 -0.2 0.1
C 1.66283 -1.05867 -1.35228 -0.1 0.1 0.0
C 2.97839 -1.15863 -0.88897 0.2 -0.1 0.1
C 3.81840 -2.18541 -1.27254 0.0 0.0 0.0
C 3.37577 -3.17771 -2.13899 0.0 0.0 0.0
C 4.27852 -4.29327 -2.60429 -0.1 0.0 0.0
C 2.05217 -3.11556 -2.54905 0.0 -0.1 -0.1
C 1.18024 -2.10488 -2.15148 -0.1 -0.1 0.0
C -0.31059 -2.12522 -2.52096 0.0 0.0 0.1
O -1.11598 -1.74940 -1.48076 -0.1 0.0 -0.1
C -0.54829 -1.22038 -3.77571 -0.1 -0.1 0.2
F -0.56120 0.06875 -3.44998 0.1 0.2 0.1
F -1.71843 -1.47984 -4.38202 -0.1 -0.1 0.0
F 0.41330 -1.39388 -4.69667 0.1 0.0 -0.2
C -0.80342 -3.56389 -2.87111 0.1 0.2 0.0
F -0.39926 -4.44408 -1.94296 0.1 -0.1 0.2
F -2.12983 -3.64458 -2.91026 -0.2 0.1 0.0
F -0.35160 -4.00418 -4.06066 0.1 -0.1 -0.2
C 1.24185 2.25512 0.09195 0.0 0.2 0.1
C 2.06883 3.38039 0.17113 -0.1 0.0 0.0
C 0.02744 2.17826 1.02505 0.1 0.0 0.0
O -0.74060 1.05681 0.93441 0.1 0.0 0.0
C -0.92834 3.36333 0.67947 -0.1 -0.2 0.1
F -1.34474 3.22533 -0.58239 0.0 0.0 -0.2
F -2.02152 3.34461 1.46161 -0.1 0.0 0.1
F -0.40886 4.58991 0.79139 0.2 0.2 0.0
C 0.47349 2.26778 2.52194 -0.1 0.0 -0.3
F 0.78538 3.51316 2.91748 0.1 0.2 0.1
F 1.55798 1.50571 2.72850 0.2 -0.1 0.0
F -0.47139 1.82927 3.34993 -0.2 0.0 0.1
H 4.85799 4.78889 -1.20142 0.0 0.0 0.0
H 4.32191 4.98627 0.46770 0.0 0.0 0.0
H 3.43022 5.75667 -0.83887 0.0 0.0 0.0
H 4.09318 2.85167 -2.45239 0.0 0.0 0.0
H 2.70850 0.84761 -2.59202 0.0 0.1 0.1
H 3.34744 -0.38867 -0.22005 0.0 -0.1 0.0
H 4.83194 -2.21706 -0.88436 0.0 0.0 0.0
H 5.26819 -4.20878 -2.15413 0.0 0.0 0.0
H 4.40452 -4.27625 -3.68942 0.0 0.0 0.0
H 3.87261 -5.27202 -2.33983 0.0 0.0 0.0
H 1.69334 -3.89613 -3.20847 0.0 0.0 0.1
H 1.87038 4.11603 0.93861 0.0 0.0 0.0
S 0.36506 -4.15617 2.46673 0.0 -0.1 0.0
C 1.33592 -2.84050 2.97400 -0.1 0.0 0.0
C 1.11884 -1.77934 2.16097 0.0 0.1 -0.2
N 0.21895 -1.99962 1.14598 -0.1 0.1 0.2
C -0.25586 -3.20642 1.19310 0.0 0.0 0.0
H 1.98787 -2.90904 3.82928 0.0 0.0 0.0
H 1.58634 -0.80915 2.24654 0.0 0.0 0.0
H -0.98759 -3.57805 0.48879 0.0 0.0 0.1
O -6.61298 2.04783 4.36635 -0.1 -0.1 0.1
N -6.28515 2.28832 3.22008 0.4 -0.1 -0.1
O -6.76756 3.17310 2.53889 -0.1 0.0 0.0
C -5.22686 1.47009 2.62676 -0.2 0.1 0.2
C -4.84236 1.69996 1.32674 0.0 0.1 -0.1
C -3.86750 0.91154 0.76378 0.1 0.2 -0.4
C -3.23840 -0.18542 1.45344 -0.2 0.2 -0.1
O -2.41570 -0.97086 0.94092 0.4 -0.2 -0.4
C -3.66046 -0.30800 2.82031 0.2 -0.2 0.3
C -4.61543 0.48604 3.38654 -0.1 0.0 0.2
N -3.03597 -1.32264 3.70147 -0.6 -0.1 -0.3
O -3.18912 -1.18873 4.90685 0.2 0.1 -0.2
O -2.48516 -2.26930 3.18144 0.1 0.1 0.3
N -3.49359 1.25842 -0.61576 0.0 -0.2 0.3
O -2.64204 0.57357 -1.19031 -0.5 0.5 -0.1
O -4.05136 2.19524 -1.14698 0.1 -0.3 0.0
H -5.29249 2.49375 0.75191 0.0 0.0 0.0
H -4.88698 0.34220 4.42052 0.0 0.0 0.0
```
Positions in Å, forces in eV/Å.

The charge is -1. Its expectation value of S² is 6.045. The spin multiplicity is 5. The value obtained for the HOMO energy (spin up / spin down) is -4.84 / -4.99 eV. For the electronic energy, the calculation gives -4813.85250 a.u.

Atomic partial charges in e from the Mulliken method, atoms 1 to 4:
1. Mn 0.801
2. C -1.540
3. C 0.326
4. C -1.181

- charge of number 1 (C29H14Cl88NO2)?
  -1

- The highest electronic energy belongs to which entry?
  C29H17F12MnN5O9S

- electronic energy of number 2 (C29H17F12MnN5O9S)?
  -4813.85250 a.u.